ORCA calculation (ωB97M-V/def2-TZVPD) on C35H47CuN5O2Sb as an isolated structure at a distorted geometry.

Values from the calculation:
Expectation value of S²: 0.757
Frontier orbital gap (spin up / spin down) in eV: 5.67 / 6.57
Charge: -1
Spin multiplicity: 2

Geometry (Å):
1 Cu 0.33948 -0.69207 1.09917
2 O -6.35197 -1.86215 -0.68195
3 C -5.98462 -0.76530 -0.22764
4 O -6.61474 0.27163 0.04227
5 C -4.44986 -0.66752 0.05111
6 C -3.88675 0.51326 0.49801
7 C -2.51829 0.59862 0.73238
8 N -1.72520 -0.48359 0.64481
9 C -2.27985 -1.64888 0.26173
10 C -3.61744 -1.75645 -0.10060
11 C -1.37855 -2.81356 0.24991
12 C -1.83265 -4.11959 0.06295
13 C -0.93164 -5.16371 0.06927
14 C 0.41408 -4.88023 0.27508
15 C 0.78318 -3.56644 0.47550
16 N -0.07804 -2.54988 0.45660
17 C -1.90874 1.90136 1.10160
18 C -2.60671 3.10222 0.93641
19 C -1.99938 4.28636 1.30786
20 C -0.71047 4.25428 1.82105
21 C -0.08795 3.01953 1.92020
22 N -0.67032 1.88106 1.58061
23 H -4.56642 1.33614 0.66911
24 H -4.04704 -2.67060 -0.48547
25 H -2.88808 -4.29927 -0.07746
26 H -1.26752 -6.18198 -0.07491
27 H 1.15596 -5.66680 0.28125
28 H 1.81722 -3.30348 0.66187
29 H -3.59740 3.11461 0.50569
30 H -2.52384 5.22646 1.18949
31 H -0.20587 5.15938 2.13183
32 H 0.93120 2.93481 2.28967
33 N 3.10465 2.08850 -1.24683
34 N 1.79128 1.44882 -1.22829
35 H 3.36450 2.16196 -2.22414
36 H 2.93957 3.04178 -0.94206
37 H 1.58183 1.24767 -0.23385
38 H 1.92967 0.52318 -1.62494
39 C -4.02406 2.17903 -3.11162
40 C -2.84280 3.06951 -3.49343
41 C -2.91423 3.42617 -4.97514
42 Sb -0.99535 2.15835 -2.62138
43 C -0.62175 0.43219 -3.95643
44 C -1.55458 -0.69086 -3.50973
45 C -0.71737 0.65939 -5.45874
46 C 0.55323 3.57285 -3.33267
47 C 0.68859 4.62231 -2.23255
48 C 0.42218 4.23491 -4.69871
49 H -4.97316 2.71210 -3.22542
50 H -3.96164 1.82489 -2.08223
51 H -4.06833 1.29786 -3.75554
52 H -2.90542 3.99584 -2.90931
53 H -2.95855 2.52780 -5.58974
54 H -2.06853 4.02678 -5.30437
55 H -3.82958 3.99735 -5.17340
56 H 0.40651 0.14715 -3.70799
57 H -2.59945 -0.43662 -3.69993
58 H -1.45346 -0.88750 -2.44065
59 H -1.33845 -1.62044 -4.04792
60 H -1.73332 0.92365 -5.74893
61 H -0.45463 -0.25861 -5.99824
62 H -0.04295 1.44646 -5.79704
63 H 1.44710 2.94648 -3.32979
64 H -0.20733 5.24943 -2.19463
65 H 1.54920 5.27989 -2.40422
66 H 0.80130 4.15044 -1.25361
67 H -0.33740 5.01911 -4.68618
68 H 0.16487 3.52147 -5.48106
69 H 1.37203 4.70608 -4.97850
70 C 3.83831 -0.98826 0.59217
71 C 3.41039 -0.31529 1.90145
72 C 4.27674 0.95576 2.06403
73 C 1.92220 -0.01340 1.95809
74 C 3.65229 -1.23713 3.10052
75 C 3.84733 -2.60983 2.95291
76 C 4.10902 -3.42783 4.04425
77 C 4.17232 -2.89632 5.32195
78 C 3.93416 -1.53875 5.49487
79 C 3.67688 -0.72804 4.40196
80 H 3.90933 -0.23033 -0.18442
81 H 3.11103 -1.73549 0.26861
82 H 4.82223 -1.45786 0.69053
83 H 4.24993 1.53580 1.14270
84 H 5.31567 0.68242 2.27552
85 H 3.91639 1.58795 2.87657
86 H 1.74569 0.59930 2.85556
87 H 3.80237 -3.05941 1.96942
88 H 4.27734 -4.48767 3.89028
89 H 4.39716 -3.52887 6.17187
90 H 3.95573 -1.10870 6.48933
91 H 3.48751 0.32338 4.57301

ORCA calculation (ωB97M-V/def2-TZVPD) on a 2-piece molecular cluster, C3H10O2 overall at a distorted geometry.

Values from the calculation:
Frontier orbital gap in eV: 10.86
Charge: 0
SMILES: CC(C)O.O

Geometry (Å):
1 C -1.08774 -0.33955 1.06589
2 C -0.59977 0.61731 0.02582
3 C -0.55991 0.13549 -1.48776
4 O 0.70562 1.05693 0.49250
5 H -2.11337 -0.34592 1.41271
6 H -0.29195 -0.38220 1.81429
7 H -0.89452 -1.38660 0.78153
8 H -1.12786 1.57683 -0.00204
9 H -1.23281 -0.70426 -1.47263
10 H 0.44058 -0.09508 -1.84466
11 H -1.00855 0.96827 -1.99740
12 H 1.25290 1.32918 -0.24750
13 H 1.88783 -1.06353 -0.20191
14 H 2.40315 -0.23638 0.96774
15 O 2.22641 -1.13049 0.69341

ORCA calculation (ωB97M-V/def2-TZVPD) on a 2-piece molecular cluster, C5H6N2S2 overall at a distorted geometry.

Values from the calculation:
Frontier orbital gap (spin up / spin down) in eV: 7.00 / 5.64
Charge: 0

Geometry (Å):
1 C 3.20639 -1.05856 0.04132
2 C 1.92089 -2.78559 -0.14101
3 C 1.89319 -0.59953 0.09340
4 C 1.37709 0.67200 0.14523
5 C -1.80291 1.81724 0.11540
6 N 3.20047 -2.37675 -0.12752
7 N 1.07004 -1.73017 -0.13282
8 S 1.19879 2.08085 0.74302
9 S -1.63774 0.09117 -0.42227
10 H 4.11360 -0.50800 0.26808
11 H 1.49148 -3.81740 -0.17093
12 H -1.67958 1.83938 1.09754
13 H -2.81607 2.11135 -0.30188
14 H -1.12063 2.37114 -0.42561
15 H 0.00446 -1.58606 -0.14757

ORCA calculation (ωB97M-V/def2-TZVPD) on C34H26Br2GeN2SeTl as an isolated structure.

Values from the calculation:
Expectation value of S²: 0.768
Frontier orbital gap (spin up / spin down) in eV: 6.51 / 6.59
Charge: +2
Spin multiplicity: 2

Geometry (Å):
1 Tl 0.60013 -2.97420 -1.44927
2 Br 7.25069 -1.06034 0.37365
3 C 5.47202 -1.32226 -0.14245
4 C 5.13795 -1.44894 -1.48024
5 C 3.80477 -1.64698 -1.78957
6 N 2.83489 -1.70023 -0.87648
7 C 3.16093 -1.56557 0.41659
8 C 4.47601 -1.38513 0.82131
9 C 2.03222 -1.57891 1.39908
10 C 2.25148 -1.42632 2.76095
11 C 1.16330 -1.39521 3.61823
12 Br 1.42973 -1.17393 5.45617
13 C -0.11695 -1.53719 3.10518
14 C -0.24590 -1.70246 1.73959
15 N 0.79371 -1.71134 0.89631
16 H 5.88830 -1.40649 -2.25639
17 H 3.49913 -1.76248 -2.82340
18 H 4.74500 -1.29104 1.86192
19 H 3.24478 -1.32207 3.16776
20 H -0.98553 -1.53723 3.74860
21 H -1.22373 -1.83238 1.28806
22 C 2.94235 2.28154 3.88836
23 C 1.56293 2.44146 3.94633
24 C 0.79389 2.21075 2.81873
25 C 1.40524 1.80281 1.62514
26 C 2.79791 1.65716 1.57515
27 C 3.56133 1.89678 2.70395
28 Ge 0.36954 1.47950 0.07986
29 C -1.52354 1.48083 0.10244
30 C -2.19238 1.92932 -1.04532
31 C -3.57573 1.99666 -1.06044
32 C -4.29914 1.59649 0.05442
33 C -3.64584 1.14584 1.19718
34 C -2.26409 1.09747 1.22868
35 C 1.22003 1.22020 -1.59795
36 C 0.58168 0.41823 -2.55344
37 C 1.19693 0.16226 -3.76873
38 C 2.44152 0.71777 -4.04472
39 C 3.07446 1.52648 -3.10900
40 C 2.47191 1.77354 -1.88526
41 H 3.54117 2.47295 4.76934
42 H 1.09178 2.75896 4.86669
43 H -0.27481 2.37463 2.86266
44 H 3.28602 1.34669 0.65915
45 H 4.63832 1.79482 2.66217
46 H -1.63605 2.24690 -1.91888
47 H -4.08926 2.35773 -1.94137
48 H -5.38062 1.63866 0.03631
49 H -4.21807 0.84223 2.06375
50 H -1.76432 0.74309 2.12128
51 H -0.40627 0.01057 -2.36123
52 H 0.69602 -0.44531 -4.51207
53 H 2.91233 0.53404 -5.00201
54 H 4.03195 1.97483 -3.33859
55 H 2.96944 2.41953 -1.17187
56 Se -2.45809 -1.65299 -1.36869
57 C -4.30803 -1.63467 -1.53565
58 C -5.11682 -2.00874 -0.45072
59 C -6.49159 -1.96267 -0.57359
60 C -7.06866 -1.54602 -1.77054
61 C -6.27236 -1.17739 -2.85197
62 C -4.89646 -1.22093 -2.74151
63 H -4.65511 -2.33657 0.47100
64 H -7.11952 -2.25719 0.25650
65 H -8.14626 -1.51613 -1.86403
66 H -6.73095 -0.86559 -3.78072
67 H -4.26570 -0.94581 -3.57638

ORCA calculation (ωB97M-V/def2-TZVPD) on C19H41Cl2HfN4O2Se2Si2 as an isolated structure at a distorted geometry.

Values from the calculation:
Frontier orbital gap in eV: 4.08
Charge: +1

Geometry (Å):
1 Hf 11.56547 10.99248 10.86938
2 Cl 11.08448 5.35568 5.94995
3 C 11.13701 6.45890 7.27831
4 C 11.62680 5.93098 8.49243
5 C 11.70211 6.69376 9.60981
6 Cl 12.01970 5.90752 11.12367
7 C 11.48239 8.12586 9.49019
8 O 11.75139 8.95285 10.47096
9 C 10.96385 8.64029 8.21178
10 C 10.76426 10.03966 7.96037
11 O 10.96580 11.03400 8.83081
12 C 10.65123 7.75702 7.13194
13 H 11.98643 4.88916 8.49074
14 H 10.50665 10.37042 6.96774
15 H 10.25951 8.14117 6.16123
16 C 14.42134 9.90462 11.55812
17 N 13.86175 11.04906 10.73058
18 C 14.26738 10.80455 9.30344
19 C 14.39997 12.33584 11.23506
20 C 13.54632 13.54354 10.85612
21 N 12.06825 13.27367 10.68995
22 C 11.35216 14.01226 11.75969
23 C 11.56220 13.88886 9.43628
24 H 15.51396 9.89789 11.51540
25 H 14.04476 8.93959 11.11463
26 H 14.01000 9.98264 12.57507
27 H 15.30480 10.41489 9.30883
28 H 14.27027 11.72437 8.68376
29 H 13.57588 10.08158 8.79275
30 H 15.44916 12.49248 10.85160
31 H 14.42065 12.26241 12.31986
32 H 13.93804 13.93753 9.92516
33 H 13.67108 14.25288 11.68598
34 H 11.24352 15.05900 11.42841
35 H 11.81555 13.83317 12.76012
36 H 10.33243 13.58136 11.84079
37 H 11.64651 14.98744 9.44163
38 H 10.50325 13.66237 9.33981
39 H 12.03380 13.46199 8.55373
40 C 5.44962 6.90144 12.30555
41 Si 6.72668 8.30721 12.34299
42 C 8.07020 7.71497 13.54048
43 C 5.93621 9.64318 13.37222
44 Se 7.26123 8.69181 10.26203
45 H 5.17831 6.61464 13.31170
46 H 5.78760 6.01218 11.77729
47 H 4.52746 7.24892 11.84374
48 H 7.60381 7.38910 14.45954
49 H 8.74946 8.49741 13.76651
50 H 8.67083 6.89755 13.13337
51 H 5.66890 9.12334 14.25667
52 H 5.09535 10.08367 12.83118
53 H 6.66652 10.43937 13.63635
54 N 8.98206 12.19657 10.41460
55 N 9.19589 10.94912 11.08598
56 H 8.05777 12.56473 10.65638
57 H 9.08062 11.99454 9.41655
58 H 8.60178 10.17151 10.65140
59 H 8.87618 11.08431 12.06927
60 C 11.08497 8.47862 15.76243
61 Si 12.24428 9.81623 15.36761
62 C 13.98289 9.25513 15.24328
63 C 11.96261 11.15234 16.54769
64 Se 11.38089 10.83529 13.47741
65 H 11.34541 7.84391 16.63293
66 H 10.98973 7.84926 14.84113
67 H 10.12590 8.94562 15.93222
68 H 14.26477 8.76435 16.16876
69 H 14.56141 10.20333 15.09688
70 H 14.08492 8.58766 14.38210
71 H 12.51316 10.93564 17.43115
72 H 10.89796 11.13772 16.72298
73 H 12.26444 12.07301 16.07689

ORCA calculation (ωB97M-V/def2-TZVPD) on one molecule with the formula C20H28N4O4S at a distorted geometry.

Values from the calculation:
Frontier orbital gap in eV: 8.58
Charge: 0
SMILES: CCOc1ccc(NC(=O)[C@@H]2CCCN(S(=O)(=O)c3c(C)nn(C)c3C)C2)cc1

Geometry (Å):
1 C -9.65654 -1.24622 0.22738
2 C -8.31107 -0.74295 0.72639
3 O -7.38749 -0.86256 -0.33646
4 C -6.10159 -0.46436 -0.14170
5 C -5.24722 -0.59696 -1.23800
6 C -3.92349 -0.22501 -1.16008
7 C -3.41515 0.29451 0.02871
8 C -4.26324 0.42564 1.12199
9 C -5.59334 0.05246 1.04509
10 H -6.21796 0.17146 1.91622
11 H -3.88224 0.82654 2.05134
12 N -2.08166 0.70017 0.17771
13 C -1.07220 0.69265 -0.73373
14 O -1.16652 0.27982 -1.86964
15 C 0.20821 1.30555 -0.17926
16 C 1.42628 0.78475 -0.95058
17 N 2.65488 1.42102 -0.53954
18 S 3.28608 0.78229 0.88090
19 O 4.35526 1.64043 1.30072
20 O 2.25537 0.49076 1.85018
21 C 3.94158 -0.72794 0.27072
22 C 3.56488 -2.03149 0.54982
23 N 4.37912 -2.81554 -0.18724
24 N 5.24457 -2.10044 -0.91424
25 C 5.00066 -0.83076 -0.65690
26 C 5.74090 0.29244 -1.27749
27 H 5.98105 1.02952 -0.51483
28 H 6.64697 -0.07670 -1.74902
29 H 5.11568 0.77556 -2.02730
30 C 4.39524 -4.24756 -0.24558
31 H 3.43293 -4.63002 -0.59058
32 H 4.61478 -4.67155 0.73610
33 H 5.17418 -4.53573 -0.94754
34 C 2.51111 -2.56463 1.44397
35 H 1.75845 -3.10782 0.87156
36 H 2.04007 -1.73307 1.96083
37 H 2.93836 -3.24792 2.17739
38 C 2.62501 2.86590 -0.61092
39 C 1.45326 3.44683 0.17932
40 C 0.14445 2.83409 -0.31411
41 H -0.69847 3.22987 0.25774
42 H -0.01002 3.09172 -1.36541
43 H 1.59595 3.20851 1.23560
44 H 1.43210 4.53180 0.06595
45 H 3.57614 3.21487 -0.20800
46 H 2.55244 3.14809 -1.66664
47 H 1.54468 -0.28812 -0.78481
48 H 1.27979 0.95429 -2.02168
49 H 0.33454 1.04083 0.87462
50 H -1.85740 1.05641 1.09696
51 H -3.27567 -0.33182 -2.01324
52 H -5.65095 -0.99942 -2.15320
53 H -8.39217 0.30748 1.04017
54 H -7.97803 -1.34145 1.58628
55 H -10.39687 -1.17188 1.01889
56 H -9.98109 -0.65352 -0.62339
57 H -9.57043 -2.28282 -0.08641